Computed, not measured: a structure of composition C24H18BF4N4O3Pd at a distorted geometry, with the ωB97M-V functional and the def2-TZVPD basis.

XYZ file:
```
55
Properties=species:S:1:pos:R:3:mulliken_charge:R:1
Pd 0.10 -0.18 -0.20 1.205
C 1.41 -2.67 -4.71 -0.493
C 0.46 -1.66 -4.66 -0.676
C -0.19 -1.38 -3.48 -0.143
C 0.10 -2.13 -2.33 0.241
C 1.07 -3.14 -2.38 0.225
C 1.72 -3.40 -3.57 -0.955
N -0.53 -1.81 -1.13 -0.116
C -1.34 -2.69 -0.51 0.190
C -1.80 -3.92 -1.02 -0.359
C -2.78 -4.61 -0.33 -0.842
C -3.30 -4.12 0.87 -0.539
C -2.82 -2.94 1.42 -0.465
C -1.84 -2.23 0.74 0.331
N -1.27 -1.06 1.17 0.654
N -1.71 -0.55 2.27 -0.663
C -1.33 0.66 2.64 0.286
C -1.79 1.24 3.85 -0.324
C -1.39 2.51 4.17 -0.386
C -0.55 3.20 3.30 -0.723
C -0.16 2.58 2.12 -0.272
N -0.52 1.36 1.79 0.072
H 1.90 -2.89 -5.64 0.469
H 0.24 -1.09 -5.55 0.461
H -0.93 -0.59 -3.40 0.441
H 1.31 -3.68 -1.47 0.563
H 2.46 -4.18 -3.61 0.457
H -1.42 -4.29 -1.96 0.512
H -3.16 -5.54 -0.73 0.428
H -4.09 -4.66 1.37 0.425
H -3.19 -2.57 2.36 0.513
H -2.45 0.66 4.47 0.474
H -1.71 2.97 5.09 0.423
H -0.20 4.20 3.52 0.453
H 0.48 3.12 1.43 0.471
O 4.96 -1.17 -3.45 -0.494
C 4.13 -0.41 -4.15 0.397
C 4.29 -0.20 -5.53 -0.598
C 3.49 0.69 -6.21 -0.631
C 2.49 1.39 -5.54 -0.818
C 2.29 1.16 -4.18 -0.313
C 3.05 0.23 -3.52 0.734
C 2.64 -0.19 -2.08 0.756
O 3.48 -0.72 -1.38 -0.701
O 1.42 0.01 -1.90 -0.604
H 5.66 -1.55 -4.00 0.353
H 5.11 -0.69 -6.04 0.366
H 3.66 0.87 -7.26 0.441
H 1.86 2.09 -6.06 0.418
H 1.50 1.68 -3.65 0.448
F 1.28 1.64 -0.03 -0.463
B 2.09 2.92 -0.51 0.272
F 2.85 3.24 0.54 -0.267
F 2.76 2.48 -1.60 -0.305
F 1.12 3.81 -0.80 -0.328
```

## Properties
* HOMO (alpha / beta): -10.371 / -10.436 eV
* frontier orbital gap (alpha / beta): 2.71 / 2.76 eV
* E_LUMO (alpha / beta): -7.660 / -7.672 eV
* maximum force: 4.02 eV/A
* ΔE to the lowest compared entry with this formula, charge and spin: 3.7756 eV
* net charge: +1